{
  "formula": "C24H44Cl3GaN2O4Si",
  "method": "the ωB97M-V functional and the def2-TZVPD basis",
  "elements": ["C", "H", "C", "H", "C", "C", "H", "C", "H", "Cl", "H", "H", "H", "H", "C", "H", "C", "H", "H", "H", "Ga", "H", "H", "O", "C", "C", "C", "C", "Si", "H", "O", "C", "H", "H", "H", "H", "H", "H", "H", "O", "H", "H", "H", "H", "C", "C", "H", "C", "H", "H", "H", "H", "H", "C", "Cl", "C", "H", "N", "C", "C", "O", "H", "H", "H", "C", "C", "H", "N", "H", "H", "C", "H", "Cl", "C", "H", "H", "H", "H", "C"],
  "positions_angstrom": [[-0.79315, -0.44259, 6.34487], [1.96181, 5.00965, 1.42087], [1.31534, -0.68785, -3.99131], [-3.46685, -1.89786, -1.67317], [-2.76525, -1.58938, -0.90134], [-0.67610, 4.09983, 2.01702], [-0.13945, 1.34948, -6.19098], [1.79510, -4.08409, 0.45162], [-0.88321, 4.87273, 2.76089], [-0.43996, -3.20645, 2.92444], [-1.08739, -1.46367, 6.60909], [-0.43706, 0.04166, 7.24908], [1.19599, -4.52829, 1.25941], [1.00882, 0.32971, 5.34889], [2.28708, -1.54772, -4.77689], [-2.74537, 1.32657, 0.82500], [-1.97995, 0.29051, 5.70844], [-3.13157, 1.72078, -1.51241], [2.36200, -3.28029, -2.76757], [-1.77726, -3.51532, -0.43535], [0.55472, -1.28329, 2.50657], [-2.91553, -2.15712, 0.01645], [1.92217, 1.94281, 2.35479], [0.79099, -1.33602, -2.63784], [2.40305, 1.86114, -1.49016], [1.74343, 4.52408, 2.38828], [-0.24875, 2.72579, -1.75781], [1.40528, -3.79655, -2.62491], [0.70606, -3.47875, -0.98357], [-1.40439, 3.29095, 2.09786], [-0.40785, -0.30136, 4.00016], [0.28216, -0.48538, 5.27817], [-0.00940, -0.26525, -6.85366], [3.30192, -1.50127, -4.36009], [2.84982, 3.87969, -0.88174], [-1.89808, 1.36697, 5.88760], [-1.23683, -4.66028, -1.70359], [1.46664, 5.29430, 3.12205], [-2.93705, -0.03445, 6.11448], [-2.62738, -0.57408, 1.61875], [1.56129, -4.88172, -2.58235], [-3.01041, 0.31794, -2.62515], [-2.41002, -0.91940, 3.95772], [3.41223, 1.47159, -1.37502], [2.06457, 3.17682, -1.20307], [-0.99921, -4.21281, -0.73383], [-1.75778, -1.75525, -1.29962], [0.75403, 3.63154, -1.36044], [0.65539, -3.54953, -3.38888], [2.74483, -0.74721, -2.25364], [2.63909, 3.98330, 2.72471], [-0.74210, 4.54217, 1.01540], [-2.14844, 0.80824, 3.57779], [-1.84918, -0.01726, 4.23374], [2.69985, -1.06777, 3.01485], [-3.42897, 0.67448, -1.67487], [-0.45510, 0.50098, -4.17333], [-2.93089, -0.18342, -0.60674], [-2.75751, 0.21846, 0.68484], [0.44244, 0.41615, -6.12191], [-0.02042, 1.45514, 1.80781], [1.95893, -2.59905, -4.84459], [-4.52694, 0.62653, -1.76654], [-1.27318, 3.05620, -1.90737], [1.75621, -0.35054, -2.53023], [0.87451, 2.24815, 2.13072], [0.85202, -1.42176, 5.22534], [0.65227, 3.57225, 2.26563], [0.47471, 4.67444, -1.14914], [-0.93966, -5.00436, 0.02273], [0.36326, 0.05193, -4.69134], [2.37422, -1.13635, -5.78950], [0.47543, -0.82693, 0.43603], [0.08980, 1.39697, -1.98687], [-0.66961, 0.64763, -2.21194], [1.46159, 0.58950, -6.49525], [2.41948, -4.86985, 0.00599], [2.43097, -3.31490, 0.90935], [1.41771, 0.98836, -2.00346]],
  "forces_ev_per_a": [[-0.21, -0.56, 0.16], [-0.08, -0.12, 0.32], [1.26, -0.46, 1.28], [-0.25, -0.06, 0.06], [0.07, 0.16, -0.26], [0.10, 0.08, -0.02], [0.38, -0.16, -0.41], [0.02, -0.13, -0.30], [-0.08, -0.02, -0.06], [0.16, 0.35, 0.20], [0.04, 0.12, -0.05], [0.03, 0.04, 0.07], [0.13, 0.12, -0.38], [-0.14, -0.03, 0.10], [0.20, 0.04, -0.20], [-0.08, -0.48, -0.13], [0.60, 0.42, 0.12], [-0.07, -0.34, -0.01], [-0.37, -0.26, -0.08], [0.33, -0.40, -0.06], [-0.32, -0.16, 0.14], [-0.01, 0.11, -0.18], [-0.44, 0.00, -0.16], [-0.59, 0.44, -0.41], [-0.66, -0.65, -0.84], [-0.04, -0.17, -0.02], [0.71, 0.17, 0.41], [0.27, -1.42, -0.41], [-0.46, 1.10, 1.68], [0.15, 0.14, -0.01], [-0.21, 0.17, 0.41], [0.31, 0.23, -0.28], [-0.10, -0.24, 0.23], [-0.29, -0.22, 0.05], [-0.44, -0.40, -0.07], [0.03, -0.07, -0.04], [-0.42, -0.09, 0.07], [0.22, -0.19, -0.16], [0.04, -0.07, -0.10], [0.06, 0.90, -0.79], [0.30, -0.16, -0.61], [0.01, 0.25, 0.19], [0.29, 0.31, -0.04], [-0.05, 0.28, -0.04], [0.30, 0.52, 0.26], [0.21, -0.53, -0.21], [-0.07, 0.02, 0.16], [-0.60, -0.20, -0.14], [0.47, -0.13, 0.19], [-0.15, 0.32, -0.05], [-0.21, 0.29, -0.07], [-0.03, -0.07, 0.11], [0.32, -0.38, 0.12], [-0.16, -0.45, -0.44], [-0.49, 0.04, 0.25], [0.17, 0.02, 0.14], [-0.15, 0.09, 0.34], [-0.17, 0.59, 0.53], [-0.21, -0.58, -0.12], [-0.21, 0.60, -0.59], [1.16, 1.14, 1.03], [0.18, 0.59, -0.03], [0.28, -0.01, 0.11], [0.12, 0.00, 0.23], [0.18, 0.03, -0.95], [-1.03, -0.58, -0.44], [-0.31, 0.14, 0.15], [0.16, 0.11, -0.07], [0.31, -0.48, -0.19], [-0.07, 0.03, -0.15], [-0.30, -0.05, -0.29], [-0.10, -0.23, 0.17], [-0.10, -0.30, -0.50], [-0.29, 0.22, -0.43], [0.16, 0.31, 0.06], [-0.20, 0.13, 0.21], [0.21, 0.05, 0.30], [-0.02, -0.19, -0.25], [0.23, 0.40, 1.17]],
  "charge": 0,
  "homo_ev": [-4.44, -6.86],
  "fmax_ha_per_bohr": 0.0401,
  "energy_ev": -134592.703,
  "orbital_gap_ha": [0.1648, 0.2684]
}